[1]
The following is a quantum chemistry calculation of C16H28F12KN2O14S4 as an isolated structure in a non-equilibrium geometry, from the Open Molecules 2025 dataset.

Atoms and positions in Å:
K -0.155 -0.332 -0.260
C -1.313 3.423 -3.726
F -2.214 4.192 -4.330
F -1.333 2.203 -4.289
F -0.108 3.948 -3.915
S -1.685 3.201 -1.897
O -3.108 3.103 -1.742
O -0.916 2.025 -1.580
N -1.190 4.716 -1.381
S 0.009 4.482 -0.407
O -0.341 3.666 0.738
O 1.255 4.158 -1.071
C 0.280 6.214 0.297
F -0.638 6.416 1.245
F 1.484 6.329 0.835
F 0.149 7.152 -0.640
C 3.184 2.067 2.340
F 3.863 1.667 1.264
F 4.055 2.507 3.246
F 2.348 3.024 2.014
S 2.225 0.620 3.049
O 1.707 1.065 4.320
O 1.246 0.312 2.015
N 3.456 -0.489 3.255
S 2.858 -1.918 2.989
O 1.530 -2.145 3.505
O 3.111 -2.402 1.654
C 3.868 -3.014 4.105
F 5.159 -3.081 3.786
F 3.792 -2.589 5.369
F 3.335 -4.235 4.034
C -0.839 -1.547 -3.570
O -1.640 -1.393 -2.409
C -2.925 -0.932 -2.745
C -3.829 -0.788 -1.536
O -3.221 -0.022 -0.523
C -4.126 0.276 0.506
C -3.370 0.704 1.771
O -2.338 -0.220 2.007
C -1.736 -0.114 3.295
H -1.156 -2.424 -4.141
H 0.213 -1.558 -3.295
H -0.963 -0.652 -4.194
H -3.343 -1.638 -3.482
H -2.947 0.016 -3.302
H -4.218 -1.749 -1.169
H -4.745 -0.274 -1.867
H -4.790 -0.573 0.704
H -4.766 1.141 0.277
H -4.092 0.656 2.598
H -2.977 1.722 1.694
H -1.245 0.863 3.339
H -1.004 -0.908 3.412
H -2.487 -0.171 4.092
C -1.756 -3.363 1.618
O -0.878 -2.994 0.576
C 0.213 -3.890 0.475
C 0.876 -3.643 -0.867
O 1.452 -2.353 -0.829
C 2.663 -2.261 -1.571
C 3.099 -0.838 -1.836
O 1.949 -0.023 -2.064
C 2.288 1.344 -2.285
H -2.521 -2.589 1.693
H -1.236 -3.383 2.580
H -2.258 -4.308 1.381
H -0.131 -4.932 0.517
H 0.927 -3.705 1.282
H 0.061 -3.580 -1.604
H 1.563 -4.458 -1.106
H 2.544 -2.865 -2.480
H 3.442 -2.769 -0.986
H 3.723 -0.873 -2.737
H 3.630 -0.339 -1.020
H 3.087 1.487 -3.014
H 2.490 1.803 -1.317
H 1.406 1.832 -2.693

Cartesian forces (eV/Å) of the 3 atoms listed first:
-0.4 0.3 0.3
-0.1 -0.2 0.6
0.0 0.0 0.0

Properties
**Highest occupied orbital energy**: -6.98 eV
**HOMO-LUMO gap**: 8.777 eV
**Charge**: -1
**Energy above the lowest of the compared OMol25 structures with the same formula, charge and spin**: 0.0 kJ/mol
**Multiplicity**: 1

***

[2]
The following is a quantum chemistry calculation of C16H28F8Sb as an isolated structure in a non-equilibrium geometry, from the Open Molecules 2025 dataset.

Atoms and positions in Å:
C -1.234 -3.071 2.621
C -0.192 -2.250 2.661
Sb 0.198 -0.696 1.085
C 0.474 0.870 -0.471
C 0.676 2.278 0.113
C 2.129 2.746 0.071
C 2.792 2.783 -1.322
C 1.885 3.164 -2.510
C 2.538 4.190 -3.462
C -1.660 0.339 1.766
C -2.869 0.343 0.824
C -3.489 -1.040 0.631
C -4.488 -1.143 -0.487
F -5.623 -0.447 -0.186
F -4.878 -2.437 -0.645
C -4.018 -0.649 -1.890
F -4.384 0.626 -2.093
F -4.565 -1.385 -2.871
F -2.694 -0.730 -2.019
C 2.149 -1.586 0.441
C 2.708 -2.691 1.336
C 2.188 -4.069 1.001
F 1.012 -4.091 0.377
F 3.049 -4.713 0.161
F 2.087 -4.868 2.082
H -1.645 -3.422 1.674
H -1.756 -3.419 3.513
H 0.450 -2.309 3.546
H -0.661 -1.700 -0.096
H 1.094 0.277 2.286
H -0.426 0.852 -1.090
H 1.329 0.588 -1.089
H 0.022 3.004 -0.383
H 0.375 2.284 1.167
H 2.205 3.742 0.520
H 2.717 2.072 0.702
H 3.303 1.842 -1.536
H 3.589 3.534 -1.274
H 1.694 2.265 -3.096
H 0.937 3.574 -2.169
H 2.305 3.964 -4.505
H 2.154 5.197 -3.284
H 3.625 4.203 -3.364
H -1.960 -0.109 2.718
H -1.387 1.375 1.981
H -2.610 0.823 -0.122
H -3.646 0.975 1.273
H -4.050 -1.315 1.528
H -2.738 -1.813 0.473
H 2.857 -0.751 0.441
H 2.076 -1.941 -0.592
H 2.571 -2.484 2.398
H 3.787 -2.778 1.168

Cartesian forces (eV/Å) of the 3 atoms listed first:
-0.2 -0.1 0.0
0.7 -0.4 -0.3
0.2 -0.3 -0.4

Properties
**Highest occupied orbital energy**: -3.94 eV
**HOMO-LUMO gap**: 7.066 eV
**Charge**: -1
**Multiplicity**: 1

***

[3]
The following is a quantum chemistry calculation of C16H28GeN2O3PRe as an isolated structure in a non-equilibrium geometry, from the Open Molecules 2025 dataset.

Atoms and positions in Å:
Re -0.289 -0.085 -0.018
N -1.114 0.309 -2.013
C -1.999 -0.851 -2.337
C -2.594 -1.499 -1.075
O -3.453 -2.337 -1.169
N -2.007 -1.048 0.079
C -2.326 -1.667 1.358
C -0.993 -1.874 2.126
O -0.909 -2.640 3.039
O -0.009 -1.096 1.673
H -1.688 1.149 -1.961
H -0.466 0.465 -2.778
H -1.412 -1.622 -2.837
H -2.815 -0.569 -3.000
H -2.860 -2.606 1.248
H -2.925 -0.995 1.979
C 3.126 0.151 1.033
P 2.045 0.498 -0.386
C 2.802 -0.498 -1.719
C 2.381 2.218 -0.862
C 2.718 3.174 0.093
C 2.965 4.484 -0.291
C 2.875 4.850 -1.626
C 2.530 3.904 -2.581
C 2.276 2.597 -2.201
H 2.777 0.683 1.917
H 4.151 0.438 0.802
H 3.082 -0.917 1.248
H 3.827 -0.167 -1.886
H 2.242 -0.406 -2.649
H 2.807 -1.545 -1.414
H 2.811 2.897 1.136
H 3.234 5.220 0.455
H 3.071 5.871 -1.924
H 2.464 4.185 -3.624
H 2.029 1.863 -2.960
C -3.051 3.851 1.642
Ge -2.107 3.075 0.104
C -1.080 4.418 -0.896
C -3.491 2.225 -1.038
C -0.798 1.773 0.899
H -3.677 4.674 1.298
H -2.359 4.232 2.393
H -3.691 3.099 2.102
H -1.735 5.235 -1.198
H -0.614 3.994 -1.785
H -0.292 4.824 -0.262
H -4.421 2.771 -0.875
H -3.674 1.186 -0.752
H -3.279 2.289 -2.109
H -1.238 1.477 1.858
H 0.115 2.337 1.109

Cartesian forces (eV/Å) of the 3 atoms listed first:
-0.8 0.5 1.4
0.0 -0.1 0.1
-0.2 -0.2 0.1

Properties
**Highest occupied orbital energy (alpha / beta)**: -11.86 / -12.64 eV
**HOMO-LUMO gap (alpha / beta)**: 8.078 / 8.025 eV
**Charge**: +1
**Multiplicity**: 4

***

[4]
The following is a quantum chemistry calculation of C16H28IrN2O3P2 as an isolated structure in a non-equilibrium geometry, from the Open Molecules 2025 dataset.

Atoms and positions in Å:
Ir 0.043 0.012 0.294
P -0.944 1.064 2.085
C -2.738 0.582 1.725
C -3.004 0.461 0.229
N -1.927 0.206 -0.561
C -2.122 0.062 -1.898
C -3.386 0.167 -2.485
C -4.487 0.420 -1.662
C -4.299 0.568 -0.285
C -0.876 -0.173 -2.741
P 0.525 -0.945 -1.730
H -5.138 0.757 0.368
H -3.513 0.058 -3.552
H -5.477 0.501 -2.087
H -1.101 -0.803 -3.602
H -0.540 0.793 -3.120
H -2.922 -0.366 2.167
H -3.415 1.298 2.189
H -0.813 -4.461 1.935
O -1.661 -4.631 2.509
H -2.158 -5.373 2.066
H 2.534 -4.417 -0.324
O 2.370 -5.346 0.042
H 3.227 -5.849 -0.098
C 0.220 -2.775 -2.054
H 0.170 -2.973 -3.124
H 1.027 -3.371 -1.627
H -0.722 -3.082 -1.599
C 2.010 -0.602 -2.835
H 2.894 -1.103 -2.438
H 1.828 -0.965 -3.846
H 2.206 0.469 -2.881
C -1.051 2.942 2.083
H -1.832 3.281 2.764
H -0.101 3.371 2.401
H -1.281 3.301 1.080
C -0.822 0.646 3.915
H 0.140 0.970 4.312
H -1.617 1.140 4.474
H -0.917 -0.431 4.058
O 0.642 1.798 -0.380
N 1.950 1.887 -0.066
C 2.902 2.151 -1.135
C 4.342 2.195 -0.682
C 4.688 2.053 0.602
C 3.662 1.842 1.631
C 2.372 1.765 1.294
H 2.646 3.108 -1.632
H 5.118 2.349 -1.425
H 5.733 2.095 0.891
H 3.959 1.745 2.672
H 1.658 1.607 2.084

Cartesian forces (eV/Å) of the 3 atoms listed first:
-0.9 -2.2 1.4
-2.3 0.7 2.4
0.7 1.1 -0.9

Properties
**Highest occupied orbital energy (alpha / beta)**: -13.70 / -15.42 eV
**HOMO-LUMO gap (alpha / beta)**: 7.963 / 5.835 eV
**Charge**: +2
**Energy above the lowest of the compared OMol25 structures with the same formula, charge and spin**: 0.0 kJ/mol
**Multiplicity**: 6